(1)
25
Properties=species:S:1:pos:R:3:forces:R:3:nbo_charge:R:1 method="wB97M-V/def2-TZVPD" orbital_gap_ha="0.260 / 0.252" charge=+1 total_energy_ha=-405.85336 de_lowest_ev=6.015 homo_energy_ev="-11.07 / -11.00"
C -0.015830 -0.598111 -1.466538 -0.29 0.89 -0.32 -0.141
C 2.394531 -1.239207 0.192744 -4.54 0.53 1.79 -0.687
C 2.417429 1.388318 0.369340 -4.51 1.00 -0.81 -0.680
C -1.691453 1.364011 -0.255248 -0.42 1.47 -1.28 -0.435
C -2.700603 -0.883671 -0.052402 3.86 -2.66 -3.00 -0.404
C -0.928656 -0.236176 1.311793 3.11 1.96 1.30 -0.146
C 1.839135 0.142256 -0.152268 0.31 -2.20 1.24 0.482
N -1.493224 -0.047976 0.155069 -0.37 0.08 0.69 -0.268
O 0.911025 0.257001 -1.021432 -1.16 0.74 -0.64 -0.368
H -0.674509 -0.263445 -2.249221 0.53 0.38 -0.25 0.200
H 0.163670 -1.618744 -1.353898 0.25 -1.45 0.15 0.172
H 1.520918 -2.015049 0.037478 2.24 1.24 0.45 0.229
H 3.185549 -1.370096 -0.427042 2.47 -1.01 -2.07 0.244
H 2.765120 -1.232065 1.232300 -0.33 -0.18 -0.46 0.251
H 1.564234 2.164973 0.183412 2.05 -0.86 0.51 0.231
H 3.293111 1.638898 -0.076555 2.57 1.03 -1.98 0.251
H 2.697458 1.342144 1.372181 -0.10 -0.32 1.95 0.248
H -0.874283 2.185590 -0.122654 -0.84 -2.30 -0.29 0.254
H -2.104879 1.364411 -1.331771 0.80 0.14 1.78 0.233
H -2.461101 1.676585 0.445848 -0.39 0.37 -0.32 0.226
H -2.276041 -1.925324 -0.025172 -0.73 0.79 0.16 0.227
H -3.360592 -0.772317 0.694352 -2.51 0.74 2.48 0.221
H -3.082030 -0.795598 -1.053965 -0.33 0.51 -0.21 0.231
H -0.132778 0.513186 1.550336 -1.02 -0.44 0.04 0.193
H -0.956207 -1.039590 2.043308 -0.64 -0.45 -0.91 0.235

---

(2)
25
Properties=species:S:1:pos:R:3:forces:R:3:nbo_charge:R:1 method="wB97M-V/def2-TZVPD" orbital_gap_ha=0.365 smiles=CCOC[C@@H]1CC[NH2+]C1 charge=+1 total_energy_ha=-406.05478 de_lowest_ev=0.534 homo_energy_ev=-13.27
C -2.786336 -0.133607 1.455028 0.39 0.00 -0.06 -0.622
C -2.044213 -1.307539 0.852210 -0.36 -0.25 -0.02 -0.059
O -0.645331 -1.138414 1.043363 0.12 0.38 0.14 -0.548
C 0.182357 -1.372064 -0.051990 0.14 -0.25 0.03 -0.051
C 1.448629 -0.503144 0.034554 0.03 0.17 -0.20 -0.254
C 1.212833 0.838568 0.714299 0.20 0.50 0.23 -0.435
C 0.698285 1.780805 -0.370738 -0.22 -0.04 -0.21 -0.221
N 1.069351 1.099585 -1.695967 0.32 0.21 0.30 -0.507
C 1.929167 -0.079742 -1.350898 0.10 -0.74 0.29 -0.223
H -3.852542 -0.208642 1.260568 -0.09 -0.03 0.04 0.231
H -2.413521 0.794954 1.016509 -0.11 0.05 0.00 0.188
H -2.611709 -0.090113 2.527548 -0.08 0.02 0.07 0.225
H -2.273833 -1.399377 -0.213590 0.07 0.04 -0.07 0.162
H -2.353848 -2.242528 1.322221 0.00 -0.05 0.01 0.191
H -0.356962 -1.171364 -0.988683 -0.08 0.04 -0.07 0.141
H 0.495836 -2.419118 -0.078685 -0.06 -0.11 -0.19 0.199
H 2.269612 -1.035823 0.506482 -0.12 -0.13 0.23 0.250
H 0.499335 0.784116 1.529725 -0.02 -0.15 0.01 0.277
H 2.147592 1.222502 1.121846 0.04 -0.02 -0.04 0.234
H -0.381739 1.898780 -0.366737 -0.05 -0.08 0.00 0.230
H 1.138507 2.772822 -0.367548 0.11 -0.01 0.04 0.237
H 0.229843 0.804022 -2.184181 -0.05 -0.01 -0.12 0.438
H 1.592041 1.729173 -2.297818 -0.18 0.12 -0.19 0.444
H 1.839001 -0.859605 -2.103249 -0.11 0.08 -0.15 0.240
H 2.967646 0.235751 -1.314267 0.01 0.24 -0.06 0.234

---

(3)
25
Properties=species:S:1:pos:R:3:forces:R:3:nbo_charge:R:1 method="wB97M-V/def2-TZVPD" orbital_gap_ha=0.238 charge=+1 total_energy_ha=-728.86666 de_lowest_ev=4.295 homo_energy_ev=-12.77
C 0.678934 -1.635314 0.509419 2.99 -5.00 -4.97 0.082
C -1.509819 -2.740203 -0.426343 -1.54 -1.15 1.75 -0.567
C -0.375108 0.392400 -1.328001 -0.32 1.05 -0.40 -0.669
C 1.056386 2.378742 -0.744930 0.27 2.87 -2.70 -0.739
C -0.238101 2.427111 1.689174 0.50 -0.04 2.60 -0.451
C -0.387777 -2.592354 0.604941 -0.93 0.01 1.57 -0.563
C 0.148820 1.307819 -0.269815 0.31 0.30 -1.03 0.279
N -0.366462 1.260905 0.866931 -1.05 -0.81 1.37 -0.455
S 2.038779 -2.052421 -0.420445 -1.16 0.16 0.09 0.370
H -1.944032 -1.769492 -0.393093 -0.88 0.39 -0.95 0.224
H -2.304568 -3.483980 -0.006751 1.57 1.33 -0.61 0.256
H -1.190456 -3.133416 -1.365563 0.27 0.21 -0.74 0.232
H -1.115106 -0.279344 -0.927583 -0.18 -0.04 -0.02 0.218
H 0.340922 -0.116790 -1.941259 0.55 -0.27 -0.30 0.213
H -0.866419 1.135732 -1.994726 -0.07 -0.74 0.10 0.259
H 2.045413 2.408675 -0.271788 0.01 -0.57 -0.34 0.250
H 1.097312 2.387974 -1.933811 0.43 -0.25 2.56 0.237
H 0.751684 3.475195 -0.525762 -0.12 -1.85 -0.22 0.260
H -0.288816 3.261193 1.022930 0.25 1.00 0.17 0.194
H -1.081812 2.539786 2.433555 0.82 -0.50 -0.91 0.223
H 0.718690 2.417263 2.337249 -1.25 0.20 -1.17 0.206
H -0.794961 -2.113941 1.501322 -0.97 -1.21 0.34 0.264
H -0.034738 -3.614309 0.777332 0.51 0.25 0.28 0.296
H 2.804408 -0.951202 -0.335748 -0.08 0.16 0.43 0.169
H 0.816828 -0.910031 1.142767 0.08 4.53 3.11 0.209

---

(4)
24
Properties=species:S:1:pos:R:3:forces:R:3:nbo_charge:R:1 method="wB97M-V/def2-TZVPD" orbital_gap_ha=0.364 smiles="C=C(CC)CCC.O" total_energy_ha=-351.50409 de_lowest_ev=1.357 homo_energy_ev=-9.11
C -1.056647 -0.851844 0.873683 -0.73 -0.01 -0.06 -0.451
C -1.144330 -0.503309 -0.402314 0.41 0.30 -0.12 0.062
C -2.342748 -0.871161 -1.260550 0.58 -0.06 1.15 -0.435
C -3.580875 -0.033725 -0.832544 1.20 -0.69 -1.52 -0.592
C -0.035094 0.246051 -1.133146 -0.57 0.28 0.75 -0.445
C 0.978486 0.997923 -0.251174 0.04 -0.48 0.34 -0.401
C 2.358045 0.338493 -0.079628 -0.45 -0.14 -0.17 -0.612
H -0.333264 -0.435834 1.555356 0.28 -0.31 0.04 0.196
H -1.835114 -1.496276 1.274087 0.10 0.12 0.24 0.193
H -2.563594 -1.927940 -1.089286 -0.03 -0.01 -0.35 0.210
H -2.031287 -0.706808 -2.290881 -0.47 -0.08 -0.20 0.201
H -3.253763 0.999948 -0.752049 -0.37 0.13 0.34 0.206
H -4.252564 -0.138934 -1.678899 -0.64 0.26 0.22 0.206
H -3.997641 -0.461875 0.067720 -0.15 0.32 0.24 0.211
H -0.457757 1.020820 -1.767123 -0.40 -0.25 -0.45 0.208
H 0.363179 -0.553982 -1.764478 0.55 0.40 -0.20 0.217
H 0.535784 1.110218 0.740718 0.00 0.07 -0.03 0.203
H 1.067489 2.026924 -0.598796 0.21 -0.10 -0.30 0.201
H 3.121781 1.114246 -0.019755 0.18 -0.26 0.18 0.203
H 2.585210 -0.331116 -0.910971 0.10 0.25 -0.19 0.204
H 2.368566 -0.314326 0.796044 0.17 0.25 0.12 0.214
O 4.525608 -0.147779 3.359850 -0.09 1.52 -0.68 -0.919
H 3.986442 0.641347 3.542499 -0.32 -0.63 0.67 0.460
H 4.994089 0.278937 2.621636 0.40 -0.89 0.00 0.460